DFT (the ωB97M-V functional and the def2-TZVPD basis) results for one molecule with the formula C4H3N3 at a distorted geometry.

Each line ends with the natural charge from an NBO analysis.
Geometry (Å):
1 N 1.9844 -0.1028 -1.5657  -0.270
2 C 0.9507 0.1418 -1.1111  0.247
3 C 0.3428 -0.3397 1.6720  0.255
4 N -0.5438 -1.3287 1.0576  -0.443
5 C -0.9720 -0.8835 -0.0570  0.146
6 C -0.3133 0.4393 -0.3994  -0.248
7 N 0.1211 0.7721 0.9637  -0.581
8 H -1.7486 -1.3736 -0.6430  0.217
9 H -0.8831 1.2004 -0.9354  0.262
10 H 0.6761 1.6035 1.1107  0.416

Cartesian forces, eV/Å:
-1.0 0.3 0.3
0.8 0.0 -0.8
-0.7 0.4 0.4
-0.3 0.1 -0.1
0.2 -0.1 0.2
0.0 0.0 -0.1
0.6 -0.2 0.0
0.4 0.0 -0.1
-0.2 -0.2 0.2
0.2 -0.2 0.1

Summary:
Kohn-Sham gap: 0.3253 hartree
Energy above the lowest of the compared OMol25 structures with the same formula, charge and spin: 73.52 kcal/mol
LUMO level: -0.49 eV
HOMO energy: -9.35 eV
Electronic energy: -8663.223 eV